[1]
2 unconnected molecules or ions with the total composition C8H17N at a distorted geometry, computed with ωB97M-V/def2-TZVPD.

```
26
Properties=species:S:1:pos:R:3:mulliken_charge:R:1
H 2.63 -2.01 1.39 0.2608
N 1.63 -1.78 1.36 -0.6447
C 1.18 -1.49 0.22 0.5662
C 1.94 -1.57 -1.07 -1.2304
C -0.56 -1.59 0.17 -0.6279
C -1.71 -1.17 -0.75 -0.9764
H 2.20 -2.61 -1.29 0.3757
H 2.86 -0.99 -1.00 0.3442
H 1.36 -1.19 -1.91 0.3051
H -0.52 -2.68 0.08 0.4451
H -0.82 -1.42 1.21 0.2833
H -1.38 -1.04 -1.78 0.2571
H -2.15 -0.24 -0.40 0.3131
H -2.49 -1.94 -0.72 0.3549
C -2.31 2.46 0.59 -0.8308
C -1.13 1.94 0.88 -0.1286
C -0.11 1.54 -0.13 0.7990
C 1.32 1.56 0.35 -1.2551
H -2.59 2.69 -0.43 0.2717
H -3.03 2.71 1.35 0.2627
H -0.87 1.72 1.91 0.2642
H -0.27 0.43 -0.35 -0.7725
H -0.24 2.10 -1.06 0.3626
H 1.51 2.32 1.11 0.4261
H 2.02 1.70 -0.48 0.2726
H 1.53 0.54 0.75 0.3023
```

The value obtained for the HOMO energy is -0.34187 hartree. The SMILES is [H]/N=C(\C)CC.C=CCC. The value obtained for the energy relative to the best compared isomer or geometry (same formula, charge and spin) is 2.256 eV. For the gap between HOMO and LUMO, the calculation gives 10.27 eV. As for the LUMO energy: 0.96 eV. The calculation puts the total energy at -10059.2642 eV.

---

[2]
3 unconnected molecules or ions with the total composition C8H17N2 at a distorted geometry, computed with ωB97M-V/def2-TZVPD.

```
27
Properties=species:S:1:pos:R:3:mulliken_charge:R:1
C 1.45 -7.75 0.24 -0.6845
C 0.39 -6.97 0.06 0.5664
C -1.98 -6.06 -0.60 -1.0072
C -0.25 -3.98 1.79 -0.2585
C -1.65 -5.51 2.90 -0.8279
C 1.01 9.88 -0.65 -0.9443
C 1.58 10.29 -2.87 -0.7866
C -0.74 -6.50 0.02 0.3269
N -0.75 -5.16 1.92 -0.1098
N 0.90 9.43 -2.00 -0.1688
H 2.40 -7.69 -0.44 0.2646
H -2.72 -6.23 0.15 0.3422
H -1.97 -5.09 -0.95 0.3265
H -2.27 -6.86 -1.33 0.3423
H 0.35 -3.83 0.87 0.2506
H -0.31 -3.25 2.59 0.2641
H 1.62 -8.34 1.16 0.2774
H -1.77 -6.60 2.95 0.3191
H -1.44 -4.85 3.80 0.2995
H -2.79 -5.24 2.69 0.3084
H 2.08 10.01 -0.40 0.3044
H 0.63 10.92 -0.48 0.2836
H 0.42 9.33 0.02 0.3335
H 0.71 10.71 -3.50 0.2245
H 2.15 11.06 -2.29 0.2682
H 2.33 9.82 -3.50 0.2824
H 0.62 8.47 -2.16 0.2030
```

The value obtained for the HOMO energy is -0.32510 hartree. The value obtained for the energy relative to the best compared isomer or geometry (same formula, charge and spin) is 7.667 eV. Its total charge is +1. For the gap between HOMO and LUMO, the calculation gives 2.74 eV. As for the LUMO energy: -6.10 eV. The calculation puts the total energy at -11538.5283 eV.

---

[3]
A molecular structure, C8H17N2O7OsP2Si, computed with ωB97M-V/def2-TZVPD.

```
38
Properties=species:S:1:pos:R:3:mulliken_charge:R:1
Os 1.20 -0.62 1.21 1.1331
O 0.41 -3.93 3.38 -0.4703
P 0.34 -2.72 2.41 0.9829
O 0.73 -1.42 3.13 -0.8374
O 1.11 -2.81 1.12 -0.5890
O -1.24 -2.56 2.07 -0.2970
P -1.90 -1.15 1.65 0.6875
O -1.76 -0.23 2.92 -0.6308
O -3.21 -1.24 1.04 -0.6459
O -0.80 -0.54 0.62 0.1165
H 0.29 -4.82 3.02 0.3714
H -1.00 -0.50 3.48 0.4478
N -0.06 2.12 1.52 -0.4280
N 1.23 1.48 1.61 -0.5565
H 0.01 3.08 1.86 0.3175
H -0.69 1.62 2.14 0.1755
H 1.67 1.68 2.51 0.3682
H 1.81 1.92 0.90 0.3458
C -1.45 -1.87 -1.86 -1.1630
Si -1.17 -0.22 -1.09 0.5315
C -2.56 0.97 -1.14 -1.2424
C 0.42 0.61 -1.58 1.0198
C 0.40 1.58 -2.57 -0.5338
C 1.56 2.21 -3.00 -0.7314
C 2.78 1.89 -2.43 -0.5101
C 2.83 0.92 -1.43 -0.1587
C 1.66 0.29 -1.03 -0.4183
H -1.54 -1.77 -2.95 0.4583
H -2.36 -2.32 -1.48 0.3772
H -0.61 -2.54 -1.66 0.3156
H -3.49 0.50 -0.82 0.4145
H -2.71 1.35 -2.16 0.4767
H -2.35 1.82 -0.49 0.3069
H -0.54 1.87 -3.02 0.3251
H 1.51 2.96 -3.78 0.4234
H 3.70 2.36 -2.76 0.4267
H 3.78 0.64 -0.99 0.4566
H 1.99 -0.60 -0.36 -0.2661
```

The value obtained for the HOMO energy (alpha / beta) is -0.45123 / -0.45119 hartree. The value obtained for the energy relative to the best compared isomer or geometry (same formula, charge and spin) is 0.000 eV. Its total charge is +1. For the gap between HOMO and LUMO (alpha / beta), the calculation gives 8.05 / 8.05 eV. As for the LUMO energy (alpha / beta): -4.23 / -4.22 eV. The calculation puts the total energy at -54807.7068 eV.

---

[4]
A single C8H17N3O3 molecule at a distorted geometry, computed with ωB97M-V/def2-TZVPD.

```
31
Properties=species:S:1:pos:R:3:mulliken_charge:R:1
N -2.29 1.84 2.97 -0.6824
C -1.65 0.71 2.12 -0.7776
C -0.19 0.19 2.54 -1.1292
C 0.80 1.21 1.96 -0.6239
C 2.10 0.51 1.50 -0.9687
C 2.09 -0.12 0.07 0.0801
N 3.00 0.68 -0.88 -0.6177
C 0.69 -0.42 -0.26 0.5961
O 0.13 -1.49 0.09 -0.7831
N -0.06 0.36 -1.06 -0.0060
C -1.34 0.12 -1.63 -0.5744
C -1.23 -1.14 -2.55 0.4309
O -1.42 -0.90 -3.67 -0.5587
O -0.82 -2.23 -2.12 -0.5334
H -1.71 1.86 3.76 0.3018
H -1.89 2.78 2.59 0.2996
H -1.71 1.03 1.14 0.4385
H -2.21 -0.20 2.30 0.2854
H -0.07 0.15 3.57 0.5930
H -0.04 -0.80 2.23 0.5820
H 0.54 1.85 1.07 0.2895
H 1.14 1.80 2.75 0.5358
H 2.38 -0.28 2.25 0.3369
H 2.88 1.25 1.39 0.4567
H 2.56 -1.14 0.14 0.2346
H 3.98 0.50 -0.74 0.2537
H 2.79 1.64 -1.06 0.1925
H 0.22 1.32 -1.23 0.2819
H -1.89 -0.22 -0.81 0.2850
H -1.91 0.90 -2.23 0.3847
H -0.35 -2.06 -1.22 0.3964
```

The value obtained for the HOMO energy is -0.34540 hartree. The SMILES is NCCCC[C@H](N)C(=O)NCC(=O)O. The value obtained for the energy relative to the best compared isomer or geometry (same formula, charge and spin) is 2.449 eV. For the gap between HOMO and LUMO, the calculation gives 9.78 eV. As for the LUMO energy: 0.38 eV. The calculation puts the total energy at -19182.5608 eV.

---

[5]
3 unconnected molecules or ions with the total composition C8H17N4 at a distorted geometry, computed with ωB97M-V/def2-TZVPD.

```
29
Properties=species:S:1:pos:R:3:mulliken_charge:R:1
C 2.79 1.24 1.78 -0.6300
C 3.06 1.57 0.47 -0.1443
C 2.11 0.02 1.70 -0.3969
C -1.51 2.83 -1.02 -1.2635
C -1.96 1.68 -0.14 -0.5156
C -1.23 0.37 -0.54 0.4495
C -1.82 -0.71 0.26 -0.8932
C -0.61 -2.77 -0.27 0.2199
N 2.55 0.59 -0.30 -0.1261
N 1.97 -0.36 0.44 -0.4168
N -1.30 -3.85 -0.52 -0.3346
N 0.67 -2.64 -0.29 -0.2141
H 3.04 1.79 2.66 0.3995
H 3.56 2.42 0.04 0.4529
H 1.73 -0.58 2.50 0.4773
H -0.43 2.97 -0.95 0.3026
H -1.99 3.75 -0.70 0.3676
H -1.77 2.66 -2.06 0.3514
H -1.76 1.90 0.91 0.3832
H -3.04 1.53 -0.25 0.3869
H -1.37 0.21 -1.60 0.3557
H -0.17 0.49 -0.31 -0.3026
H -1.58 -0.77 1.31 0.3328
H -2.78 -1.10 -0.03 0.4754
H -2.31 -3.85 -0.49 0.2249
H -0.85 -4.73 -0.76 0.2105
H 1.28 -3.43 -0.50 0.2105
H 2.59 0.51 -1.30 0.1564
H 1.15 -1.74 -0.03 0.4810
```

The value obtained for the HOMO energy is -0.47368 hartree. The value obtained for the energy relative to the best compared isomer or geometry (same formula, charge and spin) is 1.274 eV. Its total charge is +1. For the gap between HOMO and LUMO, the calculation gives 9.18 eV. As for the LUMO energy: -3.71 eV. The calculation puts the total energy at -14523.8712 eV.

---

[6]
A single C8H17N5O3 molecule at a distorted geometry, computed with ωB97M-V/def2-TZVPD.

```
33
Properties=species:S:1:pos:R:3:mulliken_charge:R:1
H -0.11 3.31 -0.23 0.3605
N -1.25 3.16 -0.37 -0.6542
C -1.35 2.18 0.59 0.2371
N -2.63 1.32 0.78 -0.6224
N -0.40 1.68 1.67 -0.3131
C 1.00 1.88 1.10 -0.7357
C 1.51 1.78 -0.35 -0.8672
C 1.00 0.61 -1.25 -0.0676
C 1.78 -0.77 -0.56 -0.6164
N 2.50 -1.48 -1.67 -0.7610
C 0.77 -1.60 0.18 0.5638
O 0.42 -1.25 1.36 -0.7707
N 0.13 -2.58 -0.47 -0.2552
C -1.14 -2.90 0.16 -0.7788
C -1.95 -1.70 0.41 0.7211
O -2.90 -1.52 1.26 -0.6993
O -1.47 -0.76 -0.48 -0.4860
H -3.59 1.87 0.97 0.2775
H -2.67 0.52 1.58 0.3269
H -0.41 0.60 1.78 0.4362
H 1.49 2.84 1.43 0.2579
H 1.63 0.87 1.54 0.3021
H 1.37 2.86 -0.97 0.3998
H 2.64 1.70 -0.17 0.3999
H -0.14 0.62 -1.36 0.1138
H 1.46 0.89 -2.33 0.4142
H 2.42 -0.48 0.21 0.6211
H 2.56 -2.36 -1.28 0.3855
H 1.74 -1.63 -2.39 0.3015
H 0.20 -2.47 -1.57 0.3186
H -1.45 -3.79 -0.50 0.3629
H -1.04 -3.50 1.09 0.3135
H -2.11 0.09 -0.17 0.5138
```

The value obtained for the HOMO energy is -0.35209 hartree. The SMILES is [H]/N=C(/N)NCCC[C@H](N)C(=O)NCC(=O)O. The value obtained for the energy relative to the best compared isomer or geometry (same formula, charge and spin) is 6.582 eV. For the gap between HOMO and LUMO, the calculation gives 9.90 eV. As for the LUMO energy: 0.31 eV. The calculation puts the total energy at -22160.0493 eV.